{
  "formula": "C5H5NO",
  "method": "ωB97M-V with the def2-TZVPD basis set",
  "species": ["O", "N", "C", "C", "C", "C", "C", "H", "H", "H", "H", "H"],
  "coordinates": [[-1.968269, 0.040305, -0.334616], [2.218485, -2.152310, 0.704559], [1.411024, -1.374876, 0.396163], [0.938082, 2.019094, -0.585700], [-1.070779, -0.831848, 0.308147], [0.714107, 0.895115, -0.102737], [0.384756, -0.452904, 0.067080], [-1.266400, -1.833511, -0.083885], [-1.247957, -0.862337, 1.395325], [-1.901843, 0.904180, 0.092397], [0.640773, 0.578768, -1.262147], [1.148025, 3.070328, -0.594583]],
  "forces_ev_per_a": [[0.0, 0.2, 0.1], [-0.7, 0.7, -0.4], [0.7, -0.7, 0.3], [0.0, -0.3, 0.3], [0.1, -0.3, 0.1], [0.1, 0.3, 0.1], [0.0, 0.1, 0.1], [0.1, 0.1, 0.0], [-0.1, 0.0, -0.2], [-0.1, -0.1, -0.1], [0.0, 0.0, -0.2], [0.0, -0.2, -0.1]],
  "total_charge": 0,
  "gap_ev": 8.545,
  "lumo_ev": 0.26,
  "de_lowest_kcal_mol": 137.5,
  "homo_ev": -8.3
}

---

{
  "formula": "C20H17N5O4Yb",
  "method": "ωB97M-V with the def2-TZVPD basis set",
  "species": ["Yb", "O", "O", "O", "O", "N", "N", "N", "N", "N", "C", "C", "C", "C", "C", "C", "C", "C", "C", "C", "C", "C", "C", "C", "C", "C", "C", "C", "C", "C", "H", "H", "H", "H", "H", "H", "H", "H", "H", "H", "H", "H", "H", "H", "H", "H", "H"],
  "coordinates": [[1.511912, 0.337447, 0.214943], [1.592149, -1.881100, 0.927343], [1.161593, -0.920374, -1.472493], [-0.653496, 0.391287, 1.418299], [-2.342403, -0.319508, 3.405660], [-0.099039, 1.815844, -0.552904], [-1.405889, 1.566574, -0.415222], [1.253948, -2.615798, -0.128383], [2.573698, 1.860800, -1.433634], [1.017080, -2.240635, -1.367224], [0.387368, -6.586966, 0.107288], [1.316771, -4.017505, -0.029086], [2.442274, 5.020627, -1.757884], [1.286086, -4.608117, 1.215719], [4.201166, 3.559838, -0.702419], [1.000856, -4.724380, -1.233507], [0.229493, 2.584587, -1.531805], [0.845193, -5.934176, 1.270646], [-1.603133, 0.846705, 0.687288], [3.251182, 4.743544, -0.702918], [-3.271875, 0.103048, 2.542183], [-5.259581, 1.581409, 1.177507], [1.592310, 2.719365, -1.863464], [0.563688, -6.043758, -1.173595], [-4.003946, 1.450356, 0.626438], [-4.618297, 0.148403, 2.974401], [2.010755, 3.952241, -2.671170], [-5.576743, 0.949735, 2.365188], [-2.996528, 0.672851, 1.229977], [3.865148, 2.322449, -1.141829], [2.317268, 6.072642, -2.084737], [-0.586785, 3.045268, -2.194168], [1.529578, -3.985172, 2.096505], [0.339760, -6.597894, -2.055836], [-0.101750, -7.602892, 0.090180], [-1.464638, -0.212627, 2.960921], [2.769155, 3.546271, -3.359957], [3.178673, 5.384551, 0.172588], [-6.489346, 1.161503, 2.902704], [0.750903, -6.446344, 2.202423], [-6.028668, 2.157591, 0.672923], [-3.801539, 1.916115, -0.338698], [1.150497, 4.353059, -3.142394], [5.260187, 3.643187, -0.415691], [1.129061, -4.196043, -2.194744], [4.612470, 1.525874, -1.107974], [-4.836565, -0.499884, 3.810612]],
  "forces_ev_per_a": [[0.0, 1.1, 1.4], [-0.3, -0.5, -1.6], [-0.7, -3.6, -1.2], [0.7, -0.6, 0.5], [0.5, -0.6, -0.2], [0.0, -0.8, 0.4], [-1.7, -0.6, 1.4], [0.9, 0.0, -1.2], [0.2, 0.4, 0.6], [0.9, 4.3, 2.4], [0.0, -1.3, -0.2], [-1.8, -0.9, -1.0], [1.8, 0.6, 0.6], [0.1, -0.2, 0.3], [-0.8, 0.2, 0.1], [0.8, -0.3, -0.1], [0.3, 1.1, -2.5], [-0.6, -0.2, -1.2], [-0.3, 0.4, 0.0], [0.6, -0.7, -0.5], [-0.9, 1.5, -2.1], [-0.6, 0.4, -0.2], [0.5, 0.8, -0.1], [0.5, 1.5, 1.6], [0.0, -0.9, -0.4], [0.8, -0.3, 0.1], [0.6, -1.6, 0.2], [0.8, -0.5, 0.4], [0.1, 0.9, 0.9], [-1.7, -0.3, 0.0], [-1.0, -0.5, 1.0], [1.2, -0.4, 1.1], [-0.3, -0.6, -0.6], [-0.2, -0.2, -0.4], [0.8, 1.1, 0.7], [-0.3, 0.0, -0.3], [0.0, 0.7, -0.2], [1.0, 0.5, -0.3], [-0.4, -0.3, -0.3], [0.0, -0.1, 0.5], [0.2, 0.2, 0.0], [0.2, -0.1, 0.4], [-0.8, 0.1, -1.2], [-0.6, 0.6, 0.2], [-0.2, -0.6, 0.8], [0.0, 0.2, -0.1], [-0.2, 0.4, 0.5]],
  "total_charge": -1,
  "gap_ev": [4.845, 5.830],
  "spin_multiplicity": 2,
  "lumo_ev": [2.48, 2.48],
  "homo_ev": [-2.4, -3.4]
}

---

The following calculated total energy values (in eV) correspond, in order, to the records above: -8797.455; -68182.682.